{
  "formula": "C3H10N2O",
  "method": "ωB97M-V/def2-TZVPD",
  "homo_energy_ev": -9.05,
  "smiles": "NCC(O)CN",
  "symbols": ["C", "C", "C", "H", "H", "H", "H", "H", "H", "H", "H", "H", "H", "N", "N", "O"],
  "xyz": [[-0.198489, -1.194770, 0.361636], [0.177254, -0.228666, -0.702628], [0.789115, 1.123401, -0.238403], [-1.173430, -0.775571, 2.161664], [-1.995382, -1.661415, 1.057689], [0.793135, -1.167077, 0.763593], [-0.368118, -2.067809, -0.308613], [-0.667232, -0.068071, -1.336394], [1.963675, -0.973577, -1.306979], [1.310778, 0.877083, 0.631314], [1.408948, 1.436643, -1.157554], [-0.165142, 2.865059, 0.143750], [-1.180310, 1.679866, 0.530847], [-1.352298, -0.906430, 1.102798], [-0.441038, 1.937396, -0.130852], [1.098534, -0.876063, -1.571868]],
  "forces_ev_per_angstrom": [[1.0, -0.9, -2.6], [1.2, 1.2, -1.4], [-3.2, -1.3, -3.4], [-0.3, -0.2, -2.4], [-0.6, -0.5, -0.1], [0.4, -1.4, 2.0], [0.4, -0.1, 1.1], [-0.6, 0.6, -0.5], [2.8, -0.1, 1.5], [1.4, 0.4, 1.6], [-0.8, 0.1, 1.9], [-0.1, 0.5, 0.0], [0.8, -0.7, -0.3], [-0.3, 1.3, 4.0], [0.7, 1.5, 0.4], [-2.9, -0.4, -1.8]]
}

{
  "formula": "C3H10N2O",
  "method": "ωB97M-V/def2-TZVPD",
  "homo_energy_ev": [-8.94, -8.93],
  "symbols": ["C", "O", "H", "H", "H", "H", "C", "N", "C", "N", "H", "H", "H", "H", "H", "H"],
  "xyz": [[-0.812936, -2.125987, 0.891282], [-0.434484, -0.789288, 0.839859], [-0.290307, 1.064035, 0.887838], [-1.308373, -2.310163, 1.854217], [-1.511952, -2.395121, 0.085578], [0.058832, -2.796949, 0.836193], [-0.866267, 1.679500, -1.118383], [1.925132, -0.293748, 0.059778], [0.198713, 1.259279, -0.119397], [0.691919, -0.057245, -0.392923], [2.251925, 0.230212, 0.872184], [2.510677, -0.806881, -0.584155], [1.015455, 1.985308, -0.035922], [-1.322341, 2.617382, -0.803498], [-1.659537, 0.935000, -1.156347], [-0.446454, 1.804667, -2.116305]],
  "forces_ev_per_angstrom": [[0.5, -0.2, -0.8], [0.5, 1.0, -0.4], [0.5, 1.2, -0.8], [0.1, 0.2, -0.1], [0.0, 0.0, 0.1], [-0.1, -0.1, 0.0], [0.1, 0.0, 0.1], [-1.0, 0.5, -0.3], [-1.2, 0.1, 1.7], [0.3, -2.0, 0.5], [0.2, -0.3, -0.5], [0.0, 0.0, 0.6], [-0.1, -0.2, -0.1], [0.1, 0.1, 0.0], [0.1, -0.1, 0.0], [0.0, 0.0, 0.0]]
}

What are the ΔE to the lowest compared entry with this formula, charge and spin values for these records? In order: 230.1 432.4 kJ/mol.
What are the strongest force on any atom values for these records? In order: 4.82 2.14 eV Å⁻¹.
What are the calculated total energy values for these records? In order: -304.9870 -304.9100 Eh.